No. 1
Entry from the OMol25 dataset: a single C7H17NO molecule (wB97M-V/def2-TZVPD).

Its total charge is 0. Its calculated total energy is -11072.6713 eV. The energy above the lowest of the compared OMol25 structures with the same formula, charge and spin is 0.467 eV. The value obtained for the HOMO-LUMO gap is 10.44 eV. Its LUMO energy is 0.8 eV.

```
26
C7H17NO | the OMol25 dataset | wB97M-V/def2-TZVPD
C 0.577 0.236 -0.115
C -0.974 0.290 0.219
C 1.084 -1.147 -0.594
C 2.549 -1.171 -1.038
C -1.527 1.726 0.043
C -1.280 -0.157 1.668
C -1.798 -0.624 -0.717
N 1.403 0.698 0.988
O 0.849 1.153 -1.154
H 1.725 1.500 -0.900
H 1.394 -0.007 1.725
H 0.976 1.528 1.398
H 0.515 -1.460 -1.478
H 0.928 -1.905 0.182
H 2.714 -0.509 -1.895
H 2.828 -2.183 -1.351
H 3.226 -0.870 -0.234
H -2.874 -0.498 -0.545
H -0.972 2.452 0.645
H -1.476 2.045 -1.005
H -2.581 1.784 0.340
H -2.362 -0.208 1.843
H -0.861 -1.144 1.883
H -0.882 0.554 2.401
H -1.603 -0.400 -1.770
H -1.576 -1.682 -0.538
```


No. 2
Entry from the OMol25 dataset: C39H38AsBaCl4N11O4P2 as an isolated structure (wB97M-V/def2-TZVPD).

Its total charge is -2. Its calculated total energy is -195847.8607 eV. The energy above the lowest of the compared OMol25 structures with the same formula, charge and spin is 0.325 eV. The value obtained for the HOMO-LUMO gap is 5.00 eV. Its LUMO energy is 3.4 eV.

```
100
C39H38AsBaCl4N11O4P2 | the OMol25 dataset | wB97M-V/def2-TZVPD
Ba -1.445 0.873 0.294
N -2.829 -0.603 4.177
C -2.366 0.696 4.144
N -2.464 1.494 5.202
N -1.886 2.641 4.790
N -1.463 2.527 3.574
N -1.765 1.285 3.115
C -2.840 -1.526 3.149
N -3.016 -2.819 3.399
N -2.969 -3.386 2.177
N -2.806 -2.482 1.265
N -2.703 -1.264 1.850
H -3.165 -0.923 5.068
O 1.437 0.721 0.998
P 2.312 -0.475 1.010
C 2.352 -1.343 -0.602
P 0.742 -2.133 -0.920
O -0.341 -1.414 -0.213
C 0.887 -3.828 -0.328
C 1.958 -4.664 -0.642
C 2.013 -5.942 -0.111
C 0.996 -6.387 0.731
C -0.074 -5.560 1.033
C -0.134 -4.276 0.503
C 0.542 -2.170 -2.703
C 1.600 -2.474 -3.559
C 1.387 -2.524 -4.926
C 0.120 -2.264 -5.437
C -0.927 -1.943 -4.588
C -0.721 -1.895 -3.216
C 4.057 -0.033 1.255
C 4.803 -0.409 2.366
C 6.116 0.025 2.505
C 6.686 0.840 1.539
C 5.939 1.237 0.436
C 4.630 0.805 0.298
C 1.855 -1.740 2.197
C 2.564 -2.940 2.292
C 2.096 -3.955 3.107
C 0.914 -3.777 3.819
C 0.206 -2.589 3.729
C 0.677 -1.562 2.918
H 3.179 -2.055 -0.636
H 2.511 -0.573 -1.363
H 2.754 -4.324 -1.295
H 2.846 -6.591 -0.349
H 1.046 -7.385 1.149
H -0.872 -5.887 1.687
H -0.970 -3.621 0.742
H 2.593 -2.659 -3.164
H 2.208 -2.748 -5.595
H -0.042 -2.281 -6.507
H -1.899 -1.691 -4.990
H -1.518 -1.592 -2.550
H 4.356 -1.029 3.131
H 6.689 -0.267 3.375
H 7.707 1.180 1.652
H 6.372 1.892 -0.309
H 4.040 1.144 -0.546
H 3.464 -3.093 1.705
H 2.633 -4.895 3.164
H 0.529 -4.582 4.433
H -0.733 -2.472 4.250
H 0.117 -0.639 2.830
Cl -4.352 2.494 -6.483
C -4.128 2.330 -4.764
C -5.082 2.790 -3.885
Cl -6.538 3.537 -4.479
C -4.878 2.640 -2.499
Cl -6.065 3.239 -1.374
C -3.741 2.031 -1.965
O -3.516 1.895 -0.704
C -2.733 1.528 -2.895
O -1.679 0.969 -2.406
C -2.967 1.712 -4.260
Cl -1.719 1.173 -5.361
C -2.899 5.484 3.268
N -3.191 4.736 2.053
C -4.160 3.649 2.194
C -2.205 4.634 1.172
N -1.367 4.611 0.370
H -3.832 5.920 3.633
H -2.201 6.287 3.037
H -2.469 4.834 4.038
H -5.127 4.091 2.441
H -3.858 2.966 2.994
H -4.245 3.113 1.251
C 1.952 4.181 -1.304
As 0.506 2.900 -1.693
C -0.508 4.011 -2.942
C 1.489 1.823 -3.015
H 2.397 4.588 -2.214
H 2.723 3.694 -0.704
H 1.522 4.991 -0.713
H -0.780 3.416 -3.811
H 0.079 4.874 -3.262
H -1.416 4.353 -2.448
H 1.838 2.423 -3.859
H 0.803 1.054 -3.375
H 2.358 1.354 -2.543
```


No. 3
Entry from the OMol25 dataset: C11H11ClMnN2O2 as an isolated structure in a non-equilibrium geometry (wB97M-V/def2-TZVPD).

Its total charge is +2. The expectation value of S² is 3.941. The spin multiplicity is 4. Its calculated total energy is -62484.0064 eV. The energy above the lowest of the compared OMol25 structures with the same formula, charge and spin is 0.000 eV. The value obtained for the HOMO-LUMO gap (alpha / beta) is 7.13 / 7.31 eV. Its LUMO energy (alpha / beta) is -9.6 / -9.6 eV.

```
28
C11H11ClMnN2O2 | the OMol25 dataset | wB97M-V/def2-TZVPD
Cl 1.310 -0.607 1.672
C 0.399 2.024 -0.854
C 0.028 1.090 -1.903
C 1.045 0.073 -1.962
H -0.805 1.184 -2.611
C 2.062 0.349 -0.993
C 1.689 1.581 -0.332
H 2.300 2.103 0.404
H -0.127 2.945 -0.573
H 1.088 -0.779 -2.646
C 3.272 -0.486 -0.765
Mn 0.238 0.186 -0.007
C -0.346 -1.717 -0.207
O -0.431 -2.760 0.319
C 0.003 1.093 1.767
O -0.520 1.402 2.773
H 3.017 -1.555 -0.789
H 3.763 -0.267 0.190
H 4.014 -0.348 -1.562
N -3.837 0.182 0.962
C -3.882 1.287 0.120
C -2.625 1.463 -0.348
N -1.817 0.456 0.176
C -2.567 -0.285 0.991
H -4.591 -0.222 1.495
H -4.767 1.836 -0.126
H -2.249 2.219 -1.029
H -2.288 -1.160 1.569
```


No. 4
Entry from the OMol25 dataset: a 2-piece molecular cluster, C2H6NO2P overall in a non-equilibrium geometry (wB97M-V/def2-TZVPD).

Its total charge is 0. Its calculated total energy is -17039.5918 eV. The energy above the lowest of the compared OMol25 structures with the same formula, charge and spin is 6.175 eV. The value obtained for the HOMO-LUMO gap is 10.06 eV. Its LUMO energy is -0.4 eV.

```
12
C2H6NO2P | the OMol25 dataset | wB97M-V/def2-TZVPD
C -0.875 0.918 0.119
C 0.104 -0.124 -0.294
N 1.442 0.389 -0.043
O 2.293 -0.477 0.033
O 1.602 1.571 0.201
P 0.078 -1.950 0.062
H -1.792 0.468 -0.076
H -0.734 1.177 1.138
H -0.614 1.695 -0.506
H 0.171 -0.033 -1.844
H -0.339 -1.743 1.326
H -1.336 -1.889 -0.116
```


No. 5
Entry from the OMol25 dataset: a 2-piece molecular cluster, C12H29BCl5IN2OP overall in a non-equilibrium geometry (wB97M-V/def2-TZVPD).

Its total charge is -1. Its calculated total energy is -98622.7741 eV. The energy above the lowest of the compared OMol25 structures with the same formula, charge and spin is 1.827 eV. The value obtained for the HOMO-LUMO gap is 5.86 eV. Its LUMO energy is 1.6 eV.

```
52
C12H29BCl5IN2OP | the OMol25 dataset | wB97M-V/def2-TZVPD
C -3.814 -0.776 1.072
C -2.473 -1.341 0.528
C -2.618 -2.035 -0.858
C -2.812 -1.031 -2.048
C -1.447 -0.660 -2.748
C -1.040 0.758 -2.205
C 0.470 1.080 -2.357
C 0.948 1.927 -1.115
C 2.483 1.978 -0.929
P 3.265 0.939 0.457
Cl 4.144 -0.377 2.053
I 1.765 1.917 2.276
C 4.687 2.195 0.758
C 4.379 3.636 1.226
N 4.643 3.882 2.672
B 2.074 -0.556 0.191
N 2.410 -1.554 -0.862
O 0.868 -0.816 0.921
H -4.600 -1.546 1.210
H -3.607 -0.345 2.071
H -4.235 0.041 0.460
H -2.135 -2.115 1.245
H -1.727 -0.530 0.539
H -1.791 -2.735 -1.068
H -3.544 -2.646 -0.815
H -3.555 -1.436 -2.757
H -3.266 -0.112 -1.625
H -1.596 -0.632 -3.843
H -0.721 -1.438 -2.466
H -1.670 1.519 -2.710
H -1.375 0.768 -1.151
H 1.043 0.131 -2.413
H 0.694 1.606 -3.305
H 0.316 1.622 -0.270
H 0.604 2.956 -1.371
H 2.802 3.039 -0.949
H 2.926 1.571 -1.870
H 4.151 0.299 -0.511
H 5.432 1.779 1.456
H 5.225 2.268 -0.213
H 3.418 4.067 0.892
H 5.137 4.288 0.722
H 3.948 4.538 3.005
H 4.517 3.005 3.165
H 3.187 -2.140 -0.588
H 1.601 -2.095 -1.140
H 0.823 -1.769 0.985
C -5.986 -4.625 2.857
Cl -5.609 -6.171 3.638
Cl -7.681 -4.625 2.337
Cl -5.720 -3.303 4.004
Cl -4.937 -4.402 1.449
```


No. 6
Entry from the OMol25 dataset: a 4-piece molecular cluster, CH9O3S overall (wB97M-V/def2-TZVPD).

Its total charge is -1. Its calculated total energy is -18162.7743 eV. The energy above the lowest of the compared OMol25 structures with the same formula, charge and spin is 0.000 eV. The value obtained for the HOMO-LUMO gap is 7.48 eV. Its LUMO energy is 4.0 eV.

```
14
CH9O3S | the OMol25 dataset | wB97M-V/def2-TZVPD
C -1.990 -0.752 0.188
S -1.142 -0.653 -1.421
H -3.005 -0.351 0.139
H -1.466 -0.216 0.980
H -2.073 -1.789 0.528
H 1.158 -1.971 0.818
H 0.764 -1.318 -0.507
O 1.548 -1.703 -0.020
H -0.357 1.244 -0.889
H 0.557 2.331 -1.460
O 0.076 2.104 -0.651
H 1.479 1.569 0.509
H 2.199 0.279 0.799
O 2.254 1.227 0.988
```


No. 7
Entry from the OMol25 dataset: C35H57B2F12HgN3O19P2 as an isolated structure in a non-equilibrium geometry (wB97M-V/def2-TZVPD).

Its total charge is -1. The expectation value of S² is 0.755. The spin multiplicity is 2. Its calculated total energy is -137320.9047 eV. The value obtained for the HOMO-LUMO gap (alpha / beta) is 7.49 / 4.10 eV. Its LUMO energy (alpha / beta) is 0.8 / -2.6 eV.

```
131
C35H57B2F12HgN3O19P2 | the OMol25 dataset | wB97M-V/def2-TZVPD
Hg 2.113 -0.091 2.380
O 3.729 -1.287 1.405
C 4.440 -2.239 1.696
O 4.090 -3.469 2.073
B 5.284 -4.335 2.001
O 6.387 -3.475 1.623
C 6.004 -2.245 1.496
O 6.720 -1.321 1.390
O 5.098 -5.364 0.951
C 5.076 -6.486 1.605
O 4.942 -7.595 1.022
C 5.557 -6.364 3.043
O 5.566 -5.083 3.267
O 5.678 -7.323 3.808
O 1.292 -6.807 -2.780
C 1.230 -6.372 -1.683
O 0.489 -5.415 -1.262
B 0.760 -5.100 0.124
O 1.704 -6.184 0.496
C 1.970 -6.953 -0.519
O 2.599 -7.967 -0.519
O -0.367 -5.130 1.048
C -0.467 -3.897 1.529
O -1.108 -3.492 2.540
C 0.680 -3.007 1.079
O 1.371 -3.734 0.218
O 1.017 -1.899 1.499
P -1.184 0.091 4.213
F -0.911 -0.980 5.368
F -2.671 0.284 4.811
F -0.666 1.211 5.313
F -1.610 1.235 3.185
F 0.306 -0.107 3.633
F -1.672 -1.020 3.198
P 0.774 1.548 0.017
F -0.386 2.666 -0.251
F 0.808 1.609 1.691
F -0.397 0.407 0.113
F 1.934 0.411 0.236
F 1.151 1.219 -1.592
F 2.002 2.619 0.147
C -1.536 0.293 -3.845
C -1.533 1.604 -4.612
C -0.100 1.893 -5.162
C 0.021 2.997 -6.142
C -0.964 2.757 -7.330
C -2.469 2.645 -6.832
N -2.483 1.539 -5.740
O -3.821 1.341 -5.369
C -3.126 3.922 -6.237
C -3.168 2.215 -8.164
C -1.887 2.736 -3.526
H -1.136 -0.504 -4.472
H -2.568 0.023 -3.622
H -0.968 0.308 -2.915
H 0.531 2.111 -4.300
H 0.281 0.962 -5.583
H 1.015 3.000 -6.590
H -0.099 3.997 -5.727
H -0.496 1.916 -7.841
H -0.903 3.598 -8.022
H -2.341 4.627 -5.965
H -3.624 4.437 -7.059
H -3.824 3.911 -5.400
H -2.778 1.237 -8.447
H -4.203 2.024 -7.881
H -3.097 2.998 -8.919
H -1.454 3.714 -3.735
H -1.617 2.441 -2.512
H -2.966 2.889 -3.482
H -4.065 0.611 -5.944
C 4.561 2.370 5.996
C 3.534 2.282 4.823
C 3.039 3.772 4.582
C 4.056 4.621 3.939
C 4.469 3.862 2.594
C 5.052 2.464 2.718
N 4.097 1.722 3.554
O 4.270 0.304 3.635
C 4.991 1.798 1.300
C 6.573 2.457 3.222
C 2.262 1.552 5.145
H 4.197 2.928 6.859
H 5.436 2.820 5.528
H 4.818 1.383 6.382
H 2.117 3.876 4.008
H 2.726 4.197 5.535
H 5.052 4.757 4.360
H 3.718 5.646 3.787
H 5.219 4.513 2.146
H 3.620 3.847 1.911
H 5.586 0.885 1.254
H 3.982 1.599 0.937
H 5.334 2.457 0.502
H 7.014 3.204 3.882
H 6.736 1.510 3.738
H 7.399 2.627 2.531
H 1.860 2.141 5.970
H 2.373 0.538 5.528
H 1.492 1.524 4.373
H 5.032 0.210 4.211
C -4.027 0.845 0.155
C -5.099 -0.233 0.844
C -6.464 0.156 0.195
C -7.042 -0.815 -0.816
C -6.035 -1.647 -1.587
C -4.904 -2.279 -0.721
N -4.606 -1.633 0.563
O -3.381 -1.930 1.190
C -5.346 -3.660 -0.356
C -3.698 -2.400 -1.664
C -5.249 -0.016 2.428
H -4.183 1.804 0.648
H -4.237 0.921 -0.912
H -3.033 0.442 0.350
H -7.295 0.460 0.831
H -6.505 1.093 -0.361
H -7.755 -0.352 -1.497
H -7.757 -1.533 -0.414
H -5.645 -0.992 -2.365
H -6.546 -2.387 -2.202
H -6.283 -3.631 0.200
H -5.635 -4.155 -1.284
H -4.781 -4.288 0.333
H -2.827 -2.804 -1.148
H -3.906 -2.945 -2.585
H -3.543 -1.361 -1.956
H -5.985 -0.671 2.895
H -5.595 1.011 2.544
H -4.336 -0.178 3.000
H -2.872 -1.484 0.509
```


No. 8
Entry from the OMol25 dataset: C46H45Cl3CuN4O2P2S3 as an isolated structure in a non-equilibrium geometry (wB97M-V/def2-TZVPD).

Its total charge is -1. Its calculated total energy is -191781.2199 eV. The energy above the lowest of the compared OMol25 structures with the same formula, charge and spin is 0.685 eV. The value obtained for the HOMO-LUMO gap is 4.76 eV. Its LUMO energy is 1.6 eV.

```
106
C46H45Cl3CuN4O2P2S3 | the OMol25 dataset | wB97M-V/def2-TZVPD
Cu -0.017 -0.769 0.284
S 2.753 0.933 0.445
P 2.650 -0.791 1.422
C 1.184 -1.718 1.472
P 0.229 -1.734 2.919
S -0.941 -0.289 3.613
C 1.184 -2.355 4.369
C 1.294 -1.621 5.542
C 2.056 -2.099 6.599
C 2.704 -3.320 6.495
C 2.583 -4.068 5.332
C 1.831 -3.585 4.274
C -0.854 -3.200 2.635
C -0.870 -3.895 1.432
C -1.725 -4.975 1.254
C -2.574 -5.370 2.277
C -2.562 -4.681 3.483
C -1.707 -3.605 3.660
C 3.797 -1.966 0.567
C 3.476 -3.317 0.479
C 4.321 -4.203 -0.177
C 5.494 -3.743 -0.760
C 5.822 -2.397 -0.674
C 4.978 -1.514 -0.017
C 3.519 -0.561 3.018
C 4.494 -1.434 3.489
C 5.100 -1.203 4.716
C 4.738 -0.105 5.480
C 3.768 0.771 5.012
C 3.164 0.545 3.787
H 0.771 -0.677 5.619
H 2.144 -1.515 7.508
H 3.306 -3.686 7.319
H 3.079 -5.029 5.258
H 1.732 -4.157 3.358
H -0.205 -3.575 0.639
H -1.731 -5.512 0.312
H -3.247 -6.208 2.136
H -3.228 -4.986 4.283
H -1.696 -3.054 4.593
H 2.556 -3.654 0.940
H 4.063 -5.254 -0.236
H 6.146 -4.429 -1.289
H 6.738 -2.037 -1.128
H 5.221 -0.460 0.053
H 4.783 -2.290 2.893
H 5.862 -1.887 5.072
H 5.207 0.065 6.442
H 3.483 1.632 5.605
H 2.414 1.226 3.404
C 1.664 1.474 -4.013
N 0.847 0.939 -2.947
C 0.299 1.869 -1.960
C 0.625 -0.378 -2.675
O -0.196 -0.698 -1.802
N 1.352 -1.373 -3.299
C 1.237 -2.692 -2.688
C 1.704 -1.471 -4.700
H 1.700 2.555 -3.911
H 1.236 1.268 -4.998
H 2.690 1.098 -3.974
H 0.575 2.887 -2.225
H 0.692 1.640 -0.969
H -0.784 1.772 -1.921
H 1.081 -2.588 -1.617
H 2.167 -3.234 -2.863
H 0.401 -3.262 -3.112
H 1.712 -0.515 -5.205
H 0.995 -2.126 -5.223
H 2.696 -1.918 -4.788
Cl -3.259 8.520 -1.678
C -3.659 6.839 -1.754
C -2.746 5.884 -1.346
C -3.074 4.545 -1.444
C -4.312 4.115 -1.927
C -4.688 2.652 -1.972
C -4.660 1.993 -0.569
N -3.356 1.705 -0.024
C -2.684 2.425 0.943
C -1.523 1.756 1.186
N -1.474 0.641 0.394
C -2.576 0.636 -0.318
O -3.964 1.780 -2.859
C -2.957 2.206 -3.777
C -3.379 3.227 -4.795
C -2.598 4.272 -5.200
Cl -0.999 4.621 -4.687
S -3.388 5.294 -6.346
C -4.786 4.291 -6.304
C -4.634 3.240 -5.461
C -5.219 5.116 -2.300
Cl -6.817 4.732 -2.871
C -4.904 6.460 -2.230
H -1.780 6.181 -0.962
H -2.340 3.816 -1.131
H -5.731 2.596 -2.286
H -5.201 1.050 -0.665
H -5.191 2.638 0.130
H -3.099 3.320 1.374
H -0.742 1.974 1.892
H -2.835 -0.109 -1.051
H -2.686 1.276 -4.281
H -2.072 2.574 -3.259
H -5.639 4.549 -6.908
H -5.390 2.488 -5.289
H -5.621 7.205 -2.543
```


Q: Which of these has the lowest total charge?
A: C39H38AsBaCl4N11O4P2